(1)
# C7H14N2

A 2-piece molecular cluster, C7H14N2 overall in a non-equilibrium geometry (ωB97M-V with the def2-TZVPD basis set, the OMol25 dataset).

```
23
Properties=species:S:1:pos:R:3:mulliken_charge:R:1
C 1.66 1.70 1.71 -1.20
C 1.36 1.78 0.27 -0.30
C 1.78 0.56 -0.44 0.48
C 1.43 -0.73 0.04 -0.58
N 1.89 -1.64 -0.98 -0.21
C 2.21 -0.82 -2.08 -0.29
N 2.30 0.47 -1.79 -0.62
H 2.24 2.46 2.16 0.40
H 2.54 1.05 2.04 0.34
H 0.74 1.45 2.18 0.23
H 0.27 2.11 -0.12 0.25
H 1.80 2.65 -0.21 0.31
H 1.21 -1.24 0.92 0.50
H 1.41 -2.50 -1.18 0.28
H 2.09 -1.26 -2.99 0.43
C -3.19 -0.24 0.65 -0.51
C -3.07 -1.32 -0.42 -1.04
H -3.03 -0.49 1.68 0.33
H -2.19 0.38 0.55 -0.06
H -3.91 0.47 0.31 0.29
H -4.06 -1.46 -0.97 0.30
H -2.95 -2.28 -0.05 0.35
H -2.53 -1.12 -1.28 0.35
```

The gap between HOMO and LUMO is 9.16 eV. As for the energy: -10463.27394 eV. The SMILES is CCc1c[nH]cn1.CC. Its spin multiplicity is 1. The net charge is 0.

=====

(2)
# C7H14N2

A 2-piece molecular cluster, C7H14N2 overall in a non-equilibrium geometry (ωB97M-V with the def2-TZVPD basis set, the OMol25 dataset).

```
23
Properties=species:S:1:pos:R:3:mulliken_charge:R:1
C 1.87 3.01 -1.47 -1.06
C 1.23 1.69 -1.63 0.73
C 0.06 1.29 -2.24 -0.66
N 0.14 -0.12 -2.21 -0.10
C 1.25 -0.48 -1.54 -0.32
N 1.93 0.61 -1.19 -0.56
H 1.27 3.91 -1.47 0.34
H 2.47 3.12 -2.39 0.23
H 2.47 2.98 -0.55 0.29
H -0.74 1.83 -2.70 0.41
H -0.22 -0.56 -3.04 0.25
H 1.68 -1.45 -1.36 0.46
C -1.06 -2.42 1.16 -1.18
C -0.72 -1.15 1.93 0.13
C -1.78 -0.64 2.86 -1.21
H -1.74 -2.31 0.31 0.29
H -1.62 -3.13 1.80 0.38
H -0.17 -2.94 0.83 0.31
H 0.22 -1.36 2.49 0.24
H -0.45 -0.41 1.14 0.05
H -1.74 -1.26 3.75 0.30
H -1.65 0.38 3.22 0.37
H -2.72 -0.62 2.30 0.29
```

The gap between HOMO and LUMO is 9.53 eV. As for the energy: -10465.66216 eV. The SMILES is Cc1c[nH]cn1.CCC. Its spin multiplicity is 1. The net charge is 0.

=====

(3)
# C7H14N2O

A single C7H14N2O molecule (ωB97M-V with the def2-TZVPD basis set, the OMol25 dataset).

```
24
Properties=species:S:1:pos:R:3:mulliken_charge:R:1
O 2.47 0.35 1.05 -0.50
N 1.90 -0.57 0.49 -0.22
N 1.03 -0.24 -0.46 0.65
C 0.76 1.15 -0.84 -0.89
C -0.71 1.50 -0.98 -0.50
C -1.55 1.42 0.31 -0.70
C -1.20 0.30 1.31 -0.53
C -1.43 -1.15 0.85 -0.72
C -1.14 -1.53 -0.61 -0.59
C 0.33 -1.38 -1.04 -0.78
H 1.23 1.75 -0.05 0.40
H 1.30 1.35 -1.78 0.33
H -0.74 2.56 -1.35 0.39
H -1.16 0.92 -1.79 0.27
H -1.41 2.36 0.86 0.39
H -2.60 1.38 0.02 0.27
H -1.80 0.46 2.21 0.43
H -0.15 0.44 1.60 0.23
H -2.49 -1.42 1.03 0.40
H -0.87 -1.82 1.52 0.28
H -1.42 -2.58 -0.75 0.41
H -1.80 -0.96 -1.26 0.24
H 0.91 -2.26 -0.74 0.42
H 0.39 -1.29 -2.14 0.32
```

The gap between HOMO and LUMO is 9.89 eV. As for the energy: -12511.83017 eV. The SMILES is O=NN1CCCCCCC1. Its spin multiplicity is 1. The net charge is 0.

=====

(4)
# C7H14N2O

A 2-piece molecular cluster, C7H14N2O overall in a non-equilibrium geometry (ωB97M-V with the def2-TZVPD basis set, the OMol25 dataset).

```
24
Properties=species:S:1:pos:R:3:mulliken_charge:R:1
C -0.35 2.18 0.99 -1.55
C 0.27 0.87 1.42 0.01
C 1.53 0.33 0.79 0.03
C 2.27 1.05 -0.32 -1.56
C 0.21 -0.38 0.58 -0.15
C -0.47 -0.42 -0.78 0.53
N 0.13 -1.33 -1.74 -0.60
C -1.92 -0.76 -0.64 -0.10
N -3.04 -0.63 -0.27 -0.69
H -0.20 2.39 -0.08 0.31
H -1.43 2.18 1.19 0.36
H 0.10 3.02 1.54 0.39
H 0.19 0.70 2.50 0.40
H 2.20 -0.19 1.48 0.42
H 1.59 1.47 -1.08 0.33
H 2.86 1.88 0.09 0.37
H 2.96 0.37 -0.83 0.35
H 0.09 -1.32 1.13 0.39
H -0.46 0.58 -1.24 0.19
H 1.02 -0.96 -2.06 0.29
H 0.32 -2.24 -1.31 0.32
O -2.68 -3.12 -0.72 -0.73
H -1.78 -3.24 -0.38 0.29
H -3.42 -2.39 -0.27 0.41
```

The gap between HOMO and LUMO is 10.45 eV. As for the energy: -12511.18292 eV. The SMILES is C[C@@H]1[C@H](C)[C@@H]1[C@@H](N)C#N.O. Its spin multiplicity is 1. The net charge is 0.

=====

(5)
# C7H14N2O

A 2-piece molecular cluster, C7H14N2O overall in a non-equilibrium geometry (ωB97M-V with the def2-TZVPD basis set, the OMol25 dataset).

```
24
Properties=species:S:1:pos:R:3:mulliken_charge:R:1
C -3.79 -1.75 -1.29 -1.54
C -3.72 -1.03 0.04 -0.03
C -4.08 0.43 0.18 0.06
C -4.55 1.27 -0.98 -1.55
C -2.64 -0.02 0.36 -0.26
C -1.56 0.36 -0.64 0.54
N -1.06 1.73 -0.51 -0.65
C -0.42 -0.58 -0.53 -0.16
N 0.39 -1.42 -0.52 -0.53
H -3.55 -1.10 -2.14 0.31
H -3.09 -2.60 -1.32 0.36
H -4.80 -2.14 -1.46 0.39
H -4.01 -1.66 0.88 0.41
H -4.57 0.68 1.12 0.42
H -3.98 1.09 -1.90 0.33
H -5.61 1.06 -1.19 0.37
H -4.47 2.34 -0.73 0.35
H -2.28 -0.02 1.39 0.44
H -1.93 0.25 -1.67 0.17
H -1.76 2.37 -0.86 0.28
H -0.90 1.97 0.46 0.32
O 2.56 -0.26 1.37 -0.66
H 1.72 0.13 1.65 0.28
H 2.34 -1.07 0.87 0.36
```

The gap between HOMO and LUMO is 10.59 eV. As for the energy: -12512.70679 eV. The SMILES is C[C@@H]1[C@H](C)[C@@H]1[C@@H](N)C#N.O. Its spin multiplicity is 1. The net charge is 0.

=====

(6)
# C7H14N2O

A single C7H14N2O molecule in a non-equilibrium geometry (ωB97M-V with the def2-TZVPD basis set, the OMol25 dataset).

```
24
Properties=species:S:1:pos:R:3:mulliken_charge:R:1
C 2.10 -0.69 -0.61 -1.03
C 0.26 -0.25 -2.08 -1.09
C 1.04 1.19 1.39 -1.73
C -2.36 1.06 1.06 -1.51
N 0.69 -0.34 -0.68 -0.02
C -1.05 -0.99 0.33 0.29
C 0.18 1.03 0.12 1.44
C -1.20 0.24 0.63 0.23
N -1.22 -2.29 0.34 -0.44
O -0.04 2.07 -0.55 -0.82
H -0.93 -2.83 1.14 0.26
H -1.17 -2.79 -0.54 0.25
H 2.75 0.11 -1.01 0.30
H 2.40 -0.89 0.42 0.33
H 0.90 0.42 -2.67 0.37
H -0.75 0.14 -2.15 0.34
H 0.28 -1.25 -2.53 0.34
H 2.29 -1.59 -1.20 0.32
H 2.03 1.56 1.10 0.37
H 1.15 0.28 1.98 0.37
H 0.57 1.95 2.02 0.42
H -3.31 0.53 1.00 0.39
H -2.21 1.42 2.08 0.29
H -2.40 1.94 0.40 0.32
```

The gap between HOMO and LUMO is 8.00 eV. As for the energy: -12510.12318 eV. Its spin multiplicity is 1. The net charge is 0.

=====

Number 1: LUMO 0.81 eV. Number 2: LUMO 0.90 eV. Number 3: LUMO 0.88 eV. Number 4: LUMO 0.54 eV. Number 5: LUMO 0.55 eV. Number 6: LUMO 0.39 eV.